Entry 1:
# C4H12N4P

2 unconnected molecules or ions with the total composition C4H12N4P at a distorted geometry (ωB97M-V/def2-TZVPD, OMol25).

electronic energy: -19581.9152 eV
expectation value of S²: 2.01
LUMO energy (spin up / spin down): -2.82 / -7.49 eV
gap between HOMO and LUMO (spin up / spin down): 7.968 / 5.284 eV
2S+1: 3
net charge: +1

Atoms and positions in Å:
C1 0.3931 -0.6374 0.0883
C2 2.0475 1.2219 0.5986
C3 0.8449 1.9530 0.0512
C4 1.7922 -0.2717 0.2313
N1 -2.6661 -1.3966 0.8611
N2 -0.0476 -1.6041 -0.6147
N3 -1.6231 0.6716 -0.9528
N4 2.7666 -0.9909 -0.0774
P1 -0.6167 0.7741 0.3993
H1 3.0391 1.5077 0.0501
H2 2.2449 1.4454 1.6758
H3 0.7279 3.0376 0.4356
H4 0.6718 2.1073 -1.1191
H5 -3.0429 -1.2532 1.8235
H6 0.5878 -2.3589 -0.8279
H7 -1.0296 -1.7470 -0.8149
H8 -1.1435 0.5388 -1.9012
H9 -2.4670 1.2477 -1.0374
H10 -2.7448 -2.4616 0.9553
H11 -3.5028 -1.0913 0.2114
H12 3.7683 -0.6925 -0.0360

Atoms 1-2, force components in eV/Å:
2.085 3.419 2.283
1.102 -0.236 -0.775

Mulliken atomic charge list, values in e, 2 entries: -0.03 -0.62


Entry 2:
# C4H12N6

A gas-phase ion, C4H12N6 (charge +2) at a distorted geometry (ωB97M-V/def2-TZVPD, OMol25).

electronic energy: -13262.3318 eV
ΔE to the lowest compared entry with this formula, charge and spin: 4.442 eV
LUMO energy (spin up / spin down): -8.25 / -9.23 eV
gap between HOMO and LUMO (spin up / spin down): 8.645 / 6.942 eV
net charge: +2

Atoms and positions in Å:
C1 0.4283 -1.4587 0.2647
C2 1.2611 0.7615 -0.4290
C3 1.6202 -0.6665 -0.2439
C4 -1.3901 -0.0965 -0.5416
N1 -0.7900 -1.2021 0.1194
N2 2.0165 1.7579 -0.6029
N3 -1.2267 1.1775 0.0549
N4 -2.9061 -0.5006 -0.5580
N5 2.7690 -0.7745 0.6000
N6 -1.4641 1.3150 1.3153
H1 0.6639 -2.3645 0.8149
H2 1.7745 -1.0744 -1.2645
H3 -1.1145 0.0076 -1.6006
H4 1.6266 2.6952 -0.6842
H5 -3.4780 0.1699 -1.0884
H6 -2.9808 -1.4263 -1.0029
H7 3.0388 1.7074 -0.6649
H8 2.7363 -1.4813 1.3183
H9 3.6670 -0.7470 0.1417
H10 -3.2811 -0.5959 0.3950
H11 -1.3417 2.2481 1.6905
H12 -1.6291 0.5480 1.9662

Atoms 1-2, force components in eV/Å:
0.260 0.319 0.085
-1.226 0.196 -0.046

Mulliken atomic charge list, values in e, 2 entries: -0.45 -0.15


Entry 3:
# C4H12NO

2 unconnected molecules or ions with the total composition C4H12NO at a distorted geometry (ωB97M-V/def2-TZVPD, OMol25).

electronic energy: -7877.8347 eV
ΔE to the lowest compared entry with this formula, charge and spin: 0.682 eV
expectation value of S²: 0.75
LUMO energy (spin up / spin down): 0.60 / 0.59 eV
gap between HOMO and LUMO (spin up / spin down): 5.902 / 10.193 eV
2S+1: 2

Atoms and positions in Å:
C1 -0.8992 -2.0905 -0.6315
C2 -1.3899 -0.6779 -0.3327
C3 -0.1890 0.1156 0.1749
C4 0.1257 2.5767 0.1960
N1 -0.6443 1.5000 0.4632
H1 -1.6669 -2.5673 -1.2495
H2 -0.7346 -2.7737 0.2182
H3 0.0930 -2.1523 -1.0769
H4 -2.1431 -0.6865 0.4685
H5 -1.9343 -0.2513 -1.1823
H6 0.6505 0.2242 -0.5021
H7 0.1746 -0.2369 1.1415
H8 1.1737 2.4378 -0.0779
H9 -0.2467 3.5863 0.1588
H10 -1.6061 1.5096 0.7480
H11 3.3766 -0.7608 0.3944
H12 2.3841 -1.7334 -0.1436
O1 2.4403 -0.8160 0.1860

Atoms 1-2, force components in eV/Å:
-0.628 -1.100 0.112
0.910 -0.545 0.845

Mulliken atomic charge list, values in e, 2 entries: -1.14 -0.36


Entry 4:
# C4H12NO

2 unconnected molecules or ions with the total composition C4H12NO at a distorted geometry (ωB97M-V/def2-TZVPD, OMol25).

electronic energy: -7871.3032 eV
ΔE to the lowest compared entry with this formula, charge and spin: 2.988 eV
LUMO energy: -3.52 eV
gap between HOMO and LUMO: 10.243 eV
net charge: +1

Atoms and positions in Å:
C1 -2.3573 -1.0386 -0.2099
C2 -0.9553 -1.0748 -0.9726
C3 0.0848 -0.2474 -0.3106
C4 1.4755 -0.4703 -0.2533
N1 -0.2924 1.0759 0.2439
H1 -2.9175 -0.1838 -0.6630
H2 -2.4243 -1.1902 0.8380
H3 -2.8964 -1.9498 -0.6863
H4 -1.0392 -0.8693 -2.0616
H5 -0.8275 -2.1282 -1.0290
H6 1.8341 -1.5856 -0.2438
H7 2.1211 0.3849 -0.4438
H8 -0.9390 1.5256 -0.5071
H9 -0.7159 1.0947 1.1279
H10 0.6733 1.3997 0.3341
H11 3.4436 1.1390 1.8822
H12 3.0177 2.5038 1.4140
O1 2.7147 1.6143 1.5410

Atoms 1-2, force components in eV/Å:
-0.944 -0.822 -4.673
-2.018 -0.018 1.677

Mulliken atomic charge list, values in e, 2 entries: -1.15 -0.58


Entry 5:
# C4H12NO

3 unconnected molecules or ions with the total composition C4H12NO at a distorted geometry (ωB97M-V/def2-TZVPD, OMol25).

electronic energy: -7868.8517 eV
ΔE to the lowest compared entry with this formula, charge and spin: 5.439 eV
LUMO energy: -8.42 eV
gap between HOMO and LUMO: 5.626 eV
net charge: +1

Atoms and positions in Å:
C1 2.2632 -1.3879 1.0095
C2 1.3180 -0.1171 1.1748
C3 0.8126 0.3127 -0.1189
C4 -0.3880 -0.2314 -0.6845
N1 -0.9156 0.0749 -1.8319
H1 1.6977 -2.2873 0.7469
H2 2.6694 -1.6402 1.9924
H3 3.0957 -1.2450 0.3200
H4 1.9752 0.6507 1.5918
H5 0.5710 -0.4024 1.9160
H6 1.4087 1.0826 -0.6255
H7 -0.9338 -0.9082 -0.0268
H8 -1.7506 4.4499 0.8415
H9 -2.2640 4.1063 1.2477
H10 -0.1632 0.4625 -2.4173
H11 -3.9277 -0.9747 -1.8465
H12 -2.3876 -0.6414 -1.7522
O1 -3.0811 -1.3041 -1.5370

Atoms 1-2, force components in eV/Å:
-0.039 -0.945 -0.186
0.460 0.549 0.215

Mulliken atomic charge list, values in e, 2 entries: -1.03 -0.53


Entry 6:
# C4H12NO

2 unconnected molecules or ions with the total composition C4H12NO at a distorted geometry (ωB97M-V/def2-TZVPD, OMol25).

electronic energy: -7872.7569 eV
ΔE to the lowest compared entry with this formula, charge and spin: 1.534 eV
LUMO energy: -3.19 eV
gap between HOMO and LUMO: 11.698 eV
net charge: +1

Atoms and positions in Å:
C1 1.0067 0.7798 -1.1814
O1 0.4289 1.3652 0.0382
C2 1.2006 1.8177 -2.2674
H1 1.9382 0.3258 -0.8413
H2 0.3484 -0.0283 -1.5180
H3 -0.0587 2.1421 -0.2645
H4 1.9629 2.5336 -1.9720
H5 1.5438 1.2716 -3.1458
H6 0.2432 2.2839 -2.4939
C3 -1.3993 -1.2612 1.1106
C4 -1.3919 -2.5421 0.7873
N1 -0.1858 -0.6154 1.6609
H7 -2.2306 -0.5741 1.0565
H8 -2.3339 -3.0527 0.6360
H9 -0.4865 -3.1172 0.6356
H10 0.5280 -1.3272 1.8132
H11 0.1275 0.1675 0.9722
H12 -0.3552 -0.1567 2.5574

Atoms 1-2, force components in eV/Å:
-0.060 -0.113 0.443
0.217 -0.023 -0.880

Mulliken atomic charge list, values in e, 2 entries: -0.16 -0.60


Entry 7:
# C4H12NO

3 unconnected molecules or ions with the total composition C4H12NO at a distorted geometry (ωB97M-V/def2-TZVPD, OMol25).

electronic energy: -7865.3326 eV
ΔE to the lowest compared entry with this formula, charge and spin: 8.958 eV
LUMO energy: -9.53 eV
gap between HOMO and LUMO: 4.714 eV
net charge: +1

Atoms and positions in Å:
C1 -0.8832 -1.6784 -0.9614
C2 -0.4429 -0.6891 0.0995
C3 -0.0213 -1.1478 1.4994
C4 1.0446 -0.8800 0.4952
O1 0.3687 1.4991 1.1483
N1 0.1288 2.4100 -1.3313
H1 -0.9509 -2.6676 -0.5104
H2 -0.2308 -1.6879 -1.8395
H3 -1.8600 -1.4541 -1.3998
H4 -0.9476 0.2754 0.1334
H5 -0.0936 -0.3870 2.2564
H6 -0.1744 -2.1753 1.7993
H7 1.4798 0.1601 0.5146
H8 1.6515 -1.7539 0.3079
H9 0.4961 2.3516 1.5924
H10 0.3624 2.1829 -0.3666
H11 0.8255 2.7591 -1.9809
H12 -0.7526 2.8830 -1.4564

Atoms 1-2, force components in eV/Å:
-0.199 0.685 -0.446
-1.413 -0.771 -1.295

Mulliken atomic charge list, values in e, 2 entries: -1.36 0.50


Entry 8:
# C4H12NO2

2 unconnected molecules or ions with the total composition C4H12NO2 at a distorted geometry (ωB97M-V/def2-TZVPD, OMol25).

electronic energy: -9926.7035 eV
ΔE to the lowest compared entry with this formula, charge and spin: 1.520 eV
LUMO energy: 3.50 eV
gap between HOMO and LUMO: 6.043 eV
net charge: -1

Atoms and positions in Å:
C1 -0.1308 2.0359 1.1104
O1 -0.4089 1.0526 2.0220
C2 0.8993 1.4824 0.0154
C3 0.3538 0.3150 -0.8813
C4 -1.1794 0.0709 -0.9265
N1 -1.5957 -0.8610 0.1387
H1 -1.0192 2.4183 0.5335
H2 0.0921 2.9533 1.6830
H3 1.3615 2.2687 -0.5903
H4 1.6849 1.0711 0.6413
H5 0.8180 0.3923 -1.8729
H6 0.6694 -0.6028 -0.3907
H7 -1.6087 -0.3004 -1.8551
H8 -1.6485 0.9832 -0.5920
H9 -1.5015 -0.3184 1.0378
H10 -0.9539 -1.6421 0.2338
H11 1.2721 -3.9455 -0.8869
H12 1.1640 -3.4780 0.6279
O2 1.7314 -3.8955 -0.0481

Atoms 1-2, force components in eV/Å:
-0.619 -1.170 -0.064
-0.311 -0.033 -0.537

Mulliken atomic charge list, values in e, 2 entries: -0.53 -0.92